A molecular structure, C24H38I2N2O6RuSi3. Source: the Open Molecules 2025 dataset; level of theory: ωB97M-V with the def2-TZVPD basis set.

Geometry as XYZ:
```
76
Properties=species:S:1:pos:R:3:mulliken_spin:R:1
Ru 0.08843 0.29713 -0.20137 2.73
O 0.28871 -6.09666 -0.05877 -0.01
C 0.35876 -4.73461 0.01866 -0.09
C 0.70634 -4.07556 1.16226 0.40
C 0.69229 -2.60385 1.22431 -0.07
N 0.50458 -1.94499 -0.01698 0.36
C 0.16328 -2.62384 -1.07723 0.00
C 0.07068 -4.01783 -1.14433 0.33
C -0.19469 -1.78385 -2.28068 0.00
O -0.39625 -2.28055 -3.37065 0.00
O -0.37826 -0.53794 -1.98534 -0.06
C -0.59563 -2.03698 2.11740 0.04
O -1.12947 -2.82626 2.87124 0.06
O -0.75700 -0.81714 1.90497 0.07
H 0.42149 -6.46109 0.82222 0.00
H 0.90440 -4.64403 2.05911 0.02
H -0.21838 -4.49015 -2.06933 0.01
C -2.75050 3.26307 -3.03949 0.00
Si -1.83498 1.64620 -2.64044 0.01
C -3.01437 0.30764 -3.24297 0.01
C -0.31933 1.71917 -3.75290 0.01
C -1.47283 1.60309 -0.76129 -0.04
Si -2.97593 1.02433 0.23712 -0.01
C -2.86885 1.43676 2.06733 0.01
C -3.27667 -0.82701 0.05878 0.03
C -4.56388 1.87542 -0.32950 0.01
Si -0.91895 3.28463 -0.19562 0.00
C -2.21128 4.60142 0.16764 0.00
C 0.40614 4.07285 -1.26123 0.01
C -0.03541 2.87641 1.41335 0.00
C 0.13956 3.70019 2.51489 0.01
C 0.83093 3.23778 3.62426 0.00
C 1.36915 1.96800 3.59232 0.02
C 1.19412 1.19930 2.45484 -0.01
N 0.48597 1.63069 1.41570 -0.01
H -3.04693 3.22838 -4.09097 0.00
H -2.11864 4.14395 -2.92327 0.00
H -3.65309 3.40849 -2.44929 0.00
H -2.76085 0.08425 -4.28217 0.00
H -4.05323 0.64245 -3.21949 0.00
H -2.93137 -0.62527 -2.69580 0.00
H -0.47262 2.47178 -4.53084 0.00
H -0.15100 0.75158 -4.22121 0.00
H 0.59402 1.97144 -3.21530 -0.01
H -1.97208 1.05884 2.55103 0.00
H -3.71987 0.94731 2.55054 0.00
H -2.96445 2.50685 2.25072 0.00
H -2.42088 -1.38404 -0.32145 -0.01
H -4.11373 -1.00077 -0.62034 0.00
H -3.52118 -1.24684 1.03566 0.00
H -4.51385 2.95836 -0.22397 0.00
H -5.38035 1.52039 0.30509 0.00
H -4.82549 1.64071 -1.35962 0.00
H -2.84185 4.78248 -0.70131 0.00
H -1.71955 5.54481 0.41465 0.00
H -2.85798 4.33036 0.99939 0.00
H 0.03304 4.40962 -2.22709 0.00
H 1.24225 3.39415 -1.43089 0.00
H 0.78825 4.94538 -0.72300 0.00
H -0.28505 4.69529 2.50200 0.00
H 0.95969 3.86844 4.49497 0.00
H 1.94028 1.56763 4.41720 0.00
H 1.61047 0.20848 2.34930 -0.02
I 2.74153 0.53043 -0.99583 0.53
I 4.48390 1.95592 1.23877 0.60
C 3.53148 -3.08928 3.13765 0.01
C 2.13074 -2.50640 3.18830 0.00
C 2.00762 -1.37882 4.19500 0.00
O 1.83387 -2.03326 1.85920 0.05
H 3.86040 -3.42093 4.12392 0.00
H 4.22576 -2.33043 2.77528 0.00
H 3.56686 -3.93525 2.45114 0.00
H 1.41427 -3.27781 3.47442 -0.01
H 2.79778 -0.64057 4.04088 0.00
H 2.11235 -1.77007 5.20880 0.00
H 1.03683 -0.89188 4.11803 0.00
```

Multiplicity: 6
LUMO (spin up / spin down) in eV: 2.42 / 0.75
Total charge: -1
HOMO level (spin up / spin down) in eV: -4.871 / -5.805
Largest force on an atom in Eh/bohr: 0.012
Gap between HOMO and LUMO (spin up / spin down) in eV: 7.295 / 6.558
<S²>: 8.81

---

32 unconnected molecules or ions with the total composition BF4H62O31 at a distorted geometry. Source: the Open Molecules 2025 dataset; level of theory: ωB97M-V with the def2-TZVPD basis set.

Geometry as XYZ:
```
98
Properties=species:S:1:pos:R:3:lowdin_charge:R:1
B -0.10359 0.07364 0.05498 -1.35
F -0.79741 -1.04040 0.54848 0.15
F 0.70889 0.63380 1.03409 0.12
F 0.81254 -0.28169 -0.92260 0.15
F -0.96781 0.99998 -0.41331 0.21
O -2.84466 1.25725 -4.21864 -0.07
H -3.22054 0.58849 -3.64618 -0.03
H -1.89823 1.15092 -4.12270 -0.02
O 4.66448 2.60062 3.50728 -0.05
H 4.10653 3.12753 2.93519 -0.01
H 4.53339 2.97273 4.37939 0.05
O 3.18413 4.02623 1.57490 -0.04
H 2.66461 3.78173 0.80902 0.00
H 3.62177 4.83808 1.31878 0.05
O 4.79458 -1.23093 0.89626 -0.04
H 5.63773 -0.77996 0.94054 0.05
H 4.41805 -1.12208 1.76954 -0.01
O -2.23084 3.88479 -0.54436 -0.05
H -2.16467 2.93111 -0.59300 0.03
H -2.93002 4.04482 0.08947 0.01
O 1.49869 -1.84632 -3.70674 -0.03
H 1.68346 -0.91900 -3.85563 0.00
H 2.26393 -2.17024 -3.23164 -0.02
O -0.42853 -4.04770 -4.08665 -0.03
H 0.33387 -3.64866 -4.50588 0.02
H -0.40900 -4.96100 -4.37251 0.05
O 0.96282 3.64553 -3.80514 -0.03
H 1.65353 4.01532 -4.35506 0.04
H 1.10419 4.04005 -2.94456 0.02
O 4.19532 -3.76603 0.10974 -0.06
H 4.04645 -2.93477 0.56038 0.00
H 3.85137 -3.62573 -0.77244 0.00
O 3.95005 -0.22904 3.25801 -0.04
H 3.52006 -0.27343 4.11204 0.07
H 4.44893 0.58750 3.28264 0.02
O -5.35727 -1.45085 -0.16784 -0.06
H -4.97791 -1.02357 0.60011 -0.02
H -4.92061 -1.03753 -0.91264 -0.01
O 2.66425 -4.48867 2.20442 -0.08
H 2.23864 -3.63154 2.18394 -0.02
H 3.31233 -4.45169 1.50096 -0.03
O -3.64419 -0.18229 -2.04796 -0.04
H -3.65272 0.56367 -1.44820 0.01
H -2.89465 -0.70733 -1.76729 0.05
O -3.82587 1.75604 -0.03632 -0.03
H -3.56614 1.54095 0.85951 0.04
H -4.75701 1.96824 0.02816 0.08
O 2.35088 0.88422 -4.76270 -0.04
H 3.08086 0.75916 -4.15631 0.01
H 2.20113 1.82963 -4.76629 0.01
O -1.53079 -3.27585 4.10437 -0.04
H -1.87078 -3.65426 3.29354 0.00
H -1.17115 -4.02151 4.58487 0.04
O -0.09495 -3.37367 -1.19906 -0.03
H 0.44087 -2.70367 -0.77454 0.02
H 0.22207 -3.39800 -2.10192 -0.01
O 3.26454 0.28508 -2.18053 -0.04
H 2.48775 -0.26382 -2.07308 0.00
H 3.73361 0.20232 -1.35026 0.04
O 3.71257 -2.78703 -2.49677 -0.03
H 3.70276 -3.38305 -3.24570 0.08
H 4.64145 -2.65697 -2.30569 0.08
O -4.61027 -4.23268 1.40515 -0.07
H -3.69882 -4.23515 1.11276 -0.02
H -4.90862 -3.33595 1.25316 -0.01
O 1.62973 -1.74501 1.89290 -0.02
H 2.23387 -1.22885 2.42659 0.01
H 1.05495 -1.09666 1.48610 0.00
O -2.97182 5.81840 -2.27877 -0.07
H -2.83809 5.09207 -1.66986 -0.03
H -2.13649 6.28578 -2.28200 0.02
O -3.53213 -0.32459 1.72449 -0.02
H -2.62411 -0.59074 1.57991 0.04
H -3.86285 -0.94343 2.37554 0.06
O -3.06267 4.82938 1.88066 -0.04
H -2.28060 4.94269 1.34052 0.02
H -2.74521 4.90169 2.78078 0.05
O -0.14622 1.06978 3.44406 -0.02
H -0.04961 1.19111 2.49951 0.02
H 0.71598 0.77535 3.73762 0.05
O -2.66293 -0.51701 5.33516 -0.06
H -2.16776 -0.75473 4.55123 -0.01
H -3.36333 -1.16769 5.38309 0.02
O 1.10383 3.50933 -0.36425 -0.02
H 0.98059 2.56334 -0.44264 0.03
H 0.30327 3.82149 0.05751 0.04
O -1.85504 -3.82859 1.03758 -0.04
H -1.31485 -4.28426 0.39198 0.04
H -1.54772 -2.92245 1.01095 0.02
O -0.36357 0.63439 -3.20497 -0.04
H -0.16928 0.25646 -2.34727 0.02
H 0.10069 1.47146 -3.20911 0.05
O -1.78410 -1.55623 -3.69055 -0.04
H -1.21368 -2.22745 -3.31599 -0.01
H -1.23749 -0.77144 -3.72993 -0.02
O -0.78847 3.15724 5.22726 -0.07
H -0.77564 2.47312 4.55790 -0.02
H 0.13473 3.34866 5.39250 0.02
```

LUMO in eV: 1.34
Total charge: -1
HOMO level in eV: -7.176
Largest force on an atom in Eh/bohr: 0.030
Energy above the lowest of the compared OMol25 structures with the same formula, charge and spin in kJ/mol: 98.5
Gap between HOMO and LUMO in eV: 8.511

---

A gas-phase ion, C3H3NO2 (charge -2) at a distorted geometry. Source: the Open Molecules 2025 dataset; level of theory: ωB97M-V with the def2-TZVPD basis set.

Geometry as XYZ:
```
9
Properties=species:S:1:pos:R:3:nbo_charge:R:1
C 1.25724 -0.62078 -0.10154 -0.57
C -1.57546 -0.90570 0.12476 0.01
C -0.15367 -0.08605 0.06625 -0.63
N -2.59292 -0.13994 0.07990 0.20
O -2.48189 1.17656 0.08306 -0.73
O -3.84449 -0.59524 -0.18934 -0.75
H 1.31598 -1.07096 -1.09740 0.04
H -0.15758 0.51158 0.92195 0.19
H -0.48264 0.63925 -0.69228 0.24
```

LUMO (spin up / spin down) in eV: 7.73 / 7.34
Total charge: -2
HOMO level (spin up / spin down) in eV: 1.116 / 1.906
Largest force on an atom in Eh/bohr: 0.054
Energy above the lowest of the compared OMol25 structures with the same formula, charge and spin in kJ/mol: 370.7
Gap between HOMO and LUMO (spin up / spin down) in eV: 6.617 / 5.438

---

A single C3H5FN2S molecule at a distorted geometry. Source: the Open Molecules 2025 dataset; level of theory: ωB97M-V with the def2-TZVPD basis set.

Geometry as XYZ:
```
12
Properties=species:S:1:pos:R:3:nbo_charge:R:1
C -0.28073 -2.12595 0.35019 -0.39
C 0.19679 -0.88033 0.16898 0.29
F 1.30939 -0.47282 0.86865 -0.35
C -0.39344 0.11268 -0.81358 0.03
S -1.44411 -0.36027 -1.99943 -0.13
N -0.09013 1.41317 -0.59976 -0.41
N 0.57892 1.98320 0.51088 -0.63
H 0.12972 -2.82667 1.04497 0.22
H -1.20492 -2.34659 -0.23187 0.25
H -0.72215 2.08156 -1.05050 0.41
H 1.56987 1.93498 0.39590 0.36
H 0.35080 1.48703 1.35559 0.36
```

SMILES string: C=C(F)C(=S)NN
LUMO in eV: -0.27
Total charge: 0
HOMO level in eV: -8.763
Largest force on an atom in Eh/bohr: 0.043
Energy above the lowest of the compared OMol25 structures with the same formula, charge and spin in kJ/mol: 143.0
Gap between HOMO and LUMO in eV: 8.498

---

A molecular structure, C19H33AsN5O4PtS2Si2. Source: the Open Molecules 2025 dataset; level of theory: ωB97M-V with the def2-TZVPD basis set.

Geometry as XYZ:
```
67
Properties=species:S:1:pos:R:3:nbo_charge:R:1
Pt -0.95921 0.00123 -0.01305 0.98
C 1.42889 -3.50804 -1.06482 -0.66
C 0.68068 -2.21264 -1.01722 0.07
N -0.42358 -2.03159 -0.26224 -0.17
O -0.59264 -2.98722 0.70814 -0.52
C 1.02513 -1.12300 -1.79882 0.28
C 2.05010 -1.14868 -2.86720 -0.69
N 0.34653 0.10918 -1.50641 -0.18
O 0.47630 1.06539 -2.33385 -0.37
H 1.31064 -4.05788 -0.13645 0.26
H 2.48843 -3.32825 -1.23417 0.23
H 1.06135 -4.13589 -1.87962 0.24
H -1.54968 -3.11542 0.78144 0.49
H 1.84066 -1.94791 -3.58068 0.25
H 3.03700 -1.35105 -2.44206 0.25
H 2.08318 -0.19683 -3.38656 0.27
N -6.03458 -3.23730 5.66825 -0.78
C -5.42585 -2.26617 4.92308 0.21
C -4.58118 -1.32491 5.52682 -0.28
C -3.93744 -0.37190 4.76602 -0.16
C -4.12512 -0.34023 3.38756 -0.36
C -4.96834 -1.26231 2.77548 -0.17
C -5.61587 -2.21172 3.53314 -0.26
S -3.21852 0.79986 2.42929 2.33
O -2.79690 1.87068 3.28575 -0.93
O -3.97735 1.09120 1.23067 -0.96
N -1.89885 -0.00105 1.88125 -0.96
C -0.74681 -0.06794 2.62228 0.21
S -0.45922 -0.10693 4.30835 0.47
C 1.23009 -0.30991 3.99024 -0.44
C 1.47001 -0.32796 2.66302 -0.04
N 0.34140 -0.17494 1.89436 -0.53
H -6.05782 -3.13868 6.66758 0.40
H -6.79492 -3.75464 5.26451 0.39
H -4.44355 -1.34036 6.60050 0.22
H -3.31547 0.37464 5.24101 0.24
H -5.13119 -1.21635 1.70726 0.23
H -6.28656 -2.91697 3.05833 0.22
H 1.94048 -0.38449 4.79561 0.26
H 2.43472 -0.43230 2.19300 0.23
C 0.44668 4.23752 -1.26222 -1.14
Si -1.19299 3.78999 -2.01363 1.52
C -1.16477 3.30522 -3.80834 -1.14
C -2.50707 5.07758 -1.69753 -1.15
As -2.03598 2.03457 -0.51587 0.06
Si -3.28967 0.44173 -1.98550 1.45
C -2.25543 -0.31865 -3.34105 -1.15
C -4.22123 -0.88231 -1.05492 -1.14
C -4.53144 1.65958 -2.68461 -1.13
H 0.84673 5.11085 -1.78505 0.26
H 1.16911 3.42663 -1.34383 0.26
H 0.32635 4.50054 -0.21037 0.26
H -0.84521 4.19681 -4.35791 0.26
H -2.15312 3.03197 -4.17736 0.25
H -0.46713 2.50070 -4.02581 0.27
H -2.32225 5.96876 -2.30201 0.26
H -2.52155 5.37945 -0.64919 0.26
H -3.50068 4.70538 -1.95422 0.25
H -1.79086 -1.24465 -2.99524 0.24
H -1.47217 0.33557 -3.72045 0.26
H -2.93024 -0.56304 -4.16603 0.26
H -3.61691 -1.39549 -0.30686 0.23
H -4.56732 -1.61892 -1.78594 0.25
H -5.08537 -0.45400 -0.54989 0.26
H -4.08165 2.41711 -3.32603 0.24
H -5.06950 2.16659 -1.88184 0.25
H -5.26237 1.10266 -3.27816 0.25
```

Multiplicity: 5
LUMO (spin up / spin down) in eV: -2.68 / -4.98
Total charge: +1
HOMO level (spin up / spin down) in eV: -9.901 / -10.486
Largest force on an atom in Eh/bohr: 0.014
Energy above the lowest of the compared OMol25 structures with the same formula, charge and spin in kJ/mol: 0.0
Gap between HOMO and LUMO (spin up / spin down) in eV: 7.226 / 5.501
<S²>: 6.03

---

A single C2H4N2S3 molecule at a distorted geometry. Source: the Open Molecules 2025 dataset; level of theory: ωB97M-V with the def2-TZVPD basis set.

Geometry as XYZ:
```
11
Properties=species:S:1:pos:R:3:nbo_charge:R:1
S 1.83264 1.92962 -0.13092 -0.17
C 0.76136 0.64393 0.09925 0.05
C -0.71299 0.80559 0.10073 0.05
N -1.47617 -0.22244 0.03556 -0.58
S -3.18351 -0.09873 -0.18319 0.22
N 1.08417 -0.64855 0.09277 -0.70
S 2.61202 -1.39456 -0.13717 0.20
H -1.13738 1.78288 0.03148 0.19
H -3.20362 -1.40098 0.20773 0.14
H 0.16412 -1.20761 0.03740 0.45
H 3.25936 -0.18915 -0.15364 0.16
```

SMILES string: S=C(/C=N/S)NS
LUMO in eV: -0.64
Total charge: 0
HOMO level in eV: -8.612
Largest force on an atom in Eh/bohr: 0.039
Energy above the lowest of the compared OMol25 structures with the same formula, charge and spin in kJ/mol: 132.6
Gap between HOMO and LUMO in eV: 7.974